No. 1
DFT (ωB97M-V with the def2-TZVPD basis set) results for a 6-piece molecular cluster, C37H39F14N6O2PS2 overall at a distorted geometry.

As for the LUMO energy: -0.09576 Eh. The value obtained for the calculated total energy is -121019.708 eV. Its spin multiplicity is 1. The SMILES is O=C1c2cc([PH2]=S)cc(CCCC(F)(F)C(F)(F)F)c2C(=O)N1CCC(F)(F)C(F)(F)S(F)(F)(F)(F)F.c1cc[nH]c1.c1cc[nH]c1.c1cc[nH]c1.c1cc[nH]c1.c1cc[nH]c1. Its orbital gap is 5.605 eV. Its largest force on an atom is 0.1755 Eh/bohr. For the molar mass, the calculation gives 960.84 g/mol. The calculation puts the HOMO energy at -0.30172 Eh.

Geometry as XYZ:
```
101
Properties=species:S:1:pos:R:3:lowdin_charge:R:1
F -1.704 1.272 -7.193 -0.179
N 6.472 -4.676 -5.629 -0.006
C 1.922 -2.679 -2.266 -0.108
H 3.330 -4.084 -4.956 0.085
C 0.381 3.381 4.256 -0.168
H 5.874 3.170 1.344 -0.017
H -2.591 1.963 0.582 0.156
C -0.852 4.508 -0.810 -0.235
O -0.813 5.211 -1.944 0.021
C -3.110 1.501 -2.833 -0.190
F -0.511 -0.276 8.860 0.031
F -2.324 0.154 -5.179 -0.192
C -4.536 -0.301 5.215 -0.136
H -0.731 -2.874 -0.285 0.101
C 5.160 -4.650 -6.023 -0.142
F -1.450 2.377 6.704 -0.012
C 1.011 3.505 2.749 -0.050
C -0.040 3.894 1.532 0.038
C 4.658 -3.019 1.942 -0.115
H -3.578 -0.256 5.717 0.080
C -6.693 -0.245 4.580 -0.115
F -2.591 3.845 -3.921 0.020
O -2.459 4.465 2.553 0.020
F -0.298 1.486 -5.247 -0.205
H -1.252 2.032 -0.743 0.135
C 3.138 3.476 0.754 -0.320
H -7.767 -0.116 4.582 0.091
H -5.444 -2.907 -2.001 0.104
H -0.639 2.778 4.258 0.122
C 2.068 3.885 -0.464 0.029
H 0.795 -2.468 -4.193 0.107
H 4.995 1.901 -0.439 -0.019
C 5.291 -3.972 -3.882 -0.118
F -3.597 2.149 -6.027 -0.176
C -0.280 1.509 7.104 -0.177
H 7.253 -4.952 -6.210 0.147
C 5.826 -1.555 0.695 -0.142
H 1.670 0.599 6.229 0.154
H 4.596 0.096 1.215 0.113
C -5.937 -0.682 3.515 -0.150
H -6.066 0.348 6.646 0.094
N -1.992 3.982 0.034 -0.051
C -3.480 2.439 -1.497 -0.036
H 3.227 -1.445 2.651 0.102
F -0.444 -1.052 6.520 0.020
H 4.877 -4.943 -7.025 0.105
C -1.659 4.149 1.531 -0.194
C -0.925 0.007 7.453 -0.145
P 4.966 3.211 0.225 0.279
H -4.354 1.834 -0.953 0.148
C 0.845 -2.581 -3.118 -0.136
C -5.806 -0.003 5.656 -0.106
H -5.063 -5.317 -3.210 0.092
H -3.953 3.474 -1.787 0.151
H -4.481 -1.160 -3.528 0.111
F -2.394 0.305 -2.249 -0.007
C 0.509 4.088 0.000 0.002
H 3.397 3.069 3.131 0.078
C 6.561 -4.269 -4.323 -0.144
N -4.624 -0.707 3.910 -0.005
C 0.757 1.270 5.856 -0.102
H -3.814 -4.785 -5.561 0.093
H -6.220 -0.975 2.513 0.101
H 6.514 -1.029 0.046 0.105
C 1.375 2.721 5.379 -0.182
H 2.963 -2.656 -2.557 0.072
H 0.104 4.470 4.637 0.142
S -1.987 1.784 -5.572 1.091
N 4.797 -0.891 1.311 -0.002
F -4.450 1.132 -3.407 -0.012
F -2.399 0.111 7.334 0.019
H 2.377 4.046 -1.582 0.100
C -3.953 -2.703 -4.887 -0.147
H 4.320 -3.928 2.421 0.094
H -1.242 -2.597 -2.729 0.137
C 4.083 -1.775 2.077 -0.153
H 7.519 -4.224 -3.821 0.104
F -0.792 2.429 -3.228 0.003
C -2.180 2.408 -3.824 -0.209
H 6.438 -3.660 0.744 0.094
C -4.981 -3.141 -2.951 -0.144
H -3.506 -2.081 -5.651 0.097
H 5.031 -3.620 -2.892 0.078
C 0.035 -2.796 -1.045 -0.147
N -4.473 -2.148 -3.747 0.006
H 0.243 0.802 4.888 0.150
C -4.124 -4.067 -4.813 -0.112
C -2.255 2.534 -0.411 -0.130
H -3.844 -0.984 3.328 0.144
S 5.440 4.509 -1.160 0.089
H 1.981 -2.918 -0.040 0.080
F -1.490 3.385 -6.065 -0.199
C 5.762 -2.879 1.067 -0.111
C 4.404 -4.214 -4.958 -0.113
N -0.299 -2.648 -2.366 0.006
F 0.331 2.147 8.299 0.011
H 2.471 2.521 5.025 0.098
H 1.456 3.405 6.351 0.133
C 1.409 -2.816 -0.953 -0.110
C 2.587 3.322 2.326 0.001
C -4.775 -4.344 -3.587 -0.115
```

***

No. 2
DFT (ωB97M-V with the def2-TZVPD basis set) results for C37H39F2MnN6S as an isolated structure.

As for the LUMO energy (spin up / spin down): -0.00748 / -0.01272 Eh. The value obtained for the calculated total energy is -95532.864 eV. Its spin multiplicity is 5. Its orbital gap (spin up / spin down) is 6.395 / 6.360 eV. Its largest force on an atom is 0.0112 Eh/bohr. For the molar mass, the calculation gives 692.76 g/mol. The calculation puts the HOMO energy (spin up / spin down) at -0.24251 / -0.24646 Eh.

Geometry as XYZ:
```
86
Properties=species:S:1:pos:R:3:lowdin_charge:R:1
N 0.384 1.679 2.132 0.030
H 1.427 2.309 -1.323 0.089
C -0.379 3.535 0.868 -0.130
F -2.281 4.747 -2.568 0.066
H -2.806 -2.368 0.038 0.076
H 3.105 0.136 1.398 0.094
C -1.318 5.306 -0.509 0.067
C 1.393 -3.420 3.373 -0.041
H -4.992 0.632 0.644 0.087
C -1.964 -0.187 -4.721 -0.029
C -2.608 0.068 1.803 -0.071
H 0.224 0.705 -5.886 0.072
H -2.254 -4.510 2.748 0.102
H 1.851 1.230 5.105 0.110
C -0.684 4.871 0.635 -0.208
H -1.013 -5.402 4.697 0.099
C 4.688 -3.233 0.399 -0.079
N -1.828 -0.042 -0.513 -0.068
H -4.528 -2.164 -4.347 0.078
C -0.622 -3.295 2.077 -0.035
H -2.202 1.081 1.897 0.065
C -1.901 -0.132 -1.889 -0.288
C -1.404 2.990 -1.253 -0.025
H -4.185 -1.155 -5.751 0.070
C -0.760 2.586 -0.092 -0.140
H 1.256 0.196 -4.546 0.059
H -4.407 -1.782 -0.373 0.068
N 0.645 -0.880 0.950 0.006
C -0.833 0.283 -4.051 -0.268
N 3.102 1.234 -1.488 -0.081
C -0.814 0.291 -2.668 -0.073
C 0.689 -2.893 2.294 -0.172
C -0.537 -4.700 4.025 -0.094
H -3.894 -0.944 -2.074 0.084
H 5.519 0.019 0.849 0.100
C -3.017 -0.223 0.355 -0.590
C 3.563 -0.812 1.133 -0.076
H 2.425 -3.130 3.533 0.114
H -3.962 -1.936 1.310 0.081
H 5.252 0.552 -2.417 0.088
F -0.353 5.817 1.555 0.051
C 0.287 3.022 2.092 -0.191
C -1.234 -4.199 2.933 -0.074
H 0.101 0.626 -2.174 0.055
C -3.053 -0.628 -3.988 -0.271
C 5.474 -2.089 0.430 -0.097
H 1.325 -4.702 5.093 0.100
H 3.759 1.970 -1.708 0.141
C 2.772 -1.952 1.102 -0.246
H -3.747 1.807 0.200 0.078
H 1.769 3.737 5.041 0.113
N 4.511 -0.082 -2.658 0.073
H -5.166 -0.530 -4.426 0.078
H 0.586 1.823 -4.576 0.076
C 0.799 3.786 3.138 0.009
H -1.720 2.287 -2.012 0.101
C -1.658 4.340 -1.437 -0.247
C 1.371 3.147 4.225 -0.044
H -4.433 0.743 -1.028 0.071
H -3.489 0.037 2.446 0.093
C 0.372 0.778 -4.809 -0.046
H -1.990 -0.203 -5.804 0.107
H 0.743 4.860 3.096 0.107
Mn -0.285 0.633 0.375 0.843
H 5.117 -4.180 0.098 0.102
C -3.022 -0.593 -2.596 -0.006
C 1.428 1.766 4.268 -0.041
C 4.911 -0.876 0.809 -0.099
H 2.733 -4.059 0.723 0.123
C 3.347 -3.167 0.750 -0.061
C -4.298 -1.146 -4.667 -0.054
H 2.215 1.986 0.098 0.085
N 1.935 1.593 -0.801 0.030
H 6.522 -2.142 0.165 0.098
S 2.265 -1.279 -1.892 0.749
H 0.942 -0.012 3.144 0.103
C 3.308 -0.011 -1.997 -0.899
C -3.581 -1.660 0.324 -0.037
H -1.151 -2.881 1.231 0.087
C 0.926 1.067 3.187 -0.098
H -1.881 -0.653 2.186 0.068
H -1.538 6.351 -0.662 0.132
C -4.115 0.796 0.013 -0.036
C 1.295 -1.845 1.388 -0.356
C 0.778 -4.309 4.246 -0.084
H 4.786 -1.016 -2.913 0.082
```

***

Question: What is the formula in the first record?
Answer: C37H39F14N6O2PS2